The following is a quantum chemistry calculation of a 7-piece molecular cluster, C5H21NO8 overall, from OMol25.

Properties
charge: 0
HOMO level: -9.72 eV
molar mass: 223.22 g mol⁻¹
orbital gap: 10.09 eV
SMILES string: CCC(=O)NCC=O.O.O.O.O.O.O

Each line ends with the Löwdin charge.
Atoms and positions in Å:
C 1.207 0.020 -0.113  -0.16
C 2.405 -0.668 -0.903  -0.06
C 0.474 1.053 -0.927  -0.49
N -0.127 2.099 -0.303  0.07
C -0.224 2.212 1.163  -0.12
C 1.008 2.983 1.571  -0.28
O 1.415 2.949 2.710  0.05
O 0.338 0.885 -2.145  0.01
H 0.439 -0.683 0.262  0.11
H 1.747 0.391 0.787  0.11
H 1.984 -1.154 -1.812  0.08
H 2.973 -1.228 -0.179  0.07
H 2.938 0.225 -1.293  0.06
H -0.599 2.741 -0.944  0.16
H -0.278 1.231 1.656  0.12
H -1.182 2.732 1.390  0.14
H 1.549 3.583 0.832  0.10
H -1.604 -1.087 -3.522  0.06
H -0.605 -0.778 -2.387  0.02
O -1.396 -1.310 -2.611  -0.05
H -2.339 -2.214 -1.413  0.01
H -3.196 -2.001 -0.220  0.02
O -2.730 -2.753 -0.676  -0.11
H 3.885 2.381 0.904  0.07
H 3.376 2.332 -0.627  0.05
O 3.188 2.585 0.278  -0.04
H -2.553 -0.275 0.901  0.02
H -4.077 -0.033 0.746  0.07
O -3.287 -0.325 0.270  -0.05
H -0.908 -1.906 2.913  0.05
H -1.112 -2.377 1.539  0.00
O -1.430 -1.647 2.139  -0.09
H -1.229 -3.344 -0.060  0.02
H 0.295 -3.247 -0.316  0.05
O -0.346 -3.374 0.391  -0.08